C20H21ClN4O4 | ωB97M-V with the def2-TZVPD basis set

Calculated values
HOMO level	-8.727	eV
SMILES string	COc1ccc(Cl)cc1NC(=O)C/C(C)=N/NC(=O)C(=O)NCc1ccccc1
energy above the lowest of the compared OMol25 structures with the same formula, charge and spin	105.9	kcal/mol
frontier orbital gap	8.842	eV

Each atom is followed by the atoms it is bonded to, with distances in Å.
Geometry (Å):
1 C -5.45 -2.03 -0.12  O2 1.438, H30 1.133, H31 1.098, H32 1.063
2 O -4.24 -1.85 0.64  C1 1.438, C3 1.364
3 C -3.26 -2.80 0.55  O2 1.364, C4 1.417, C9 1.431
4 C -3.19 -3.76 1.59  C3 1.417, C5 1.388, H33 1.116
5 C -2.28 -4.80 1.50  C4 1.388, C6 1.348, H34 1.055
6 C -1.47 -4.93 0.43  C5 1.348, Cl7 1.713, C8 1.419
7 Cl -0.54 -6.36 0.50  C6 1.713
8 C -1.31 -3.94 -0.58  C6 1.419, C9 1.474, H35 1.145
9 C -2.29 -2.84 -0.50  C3 1.431, C8 1.474, N10 1.344
10 N -2.32 -1.86 -1.42  C9 1.344, C11 1.274, H36 1.071
11 C -2.11 -1.93 -2.67  N10 1.274, O12 1.283, C13 1.601
12 O -2.04 -3.02 -3.34  C11 1.283
13 C -2.02 -0.69 -3.68  C11 1.601, C14 1.499, H37 1.093, H38 1.100
14 C -1.00 0.18 -3.03  C13 1.499, C15 1.549, N16 1.357
15 C 0.34 -0.56 -2.79  C14 1.549, H39 1.080, H40 1.128, H41 1.106
16 N -1.39 1.47 -2.88  C14 1.357, N17 1.359
17 N -0.40 2.26 -2.39  N16 1.359, C18 1.446, H42 1.028
18 C 0.19 2.20 -1.07  N17 1.446, O19 1.253, C20 1.466
19 O -0.22 1.37 -0.22  C18 1.253
20 C 1.34 3.04 -0.72  C18 1.466, O21 1.186, N22 1.407
21 O 1.90 3.76 -1.47  C20 1.186
22 N 1.90 3.06 0.57  C20 1.407, C23 1.385, H43 1.009
23 C 2.77 4.05 1.02  N22 1.385, C24 1.488, H44 1.083, H45 1.098
24 C 3.48 3.38 2.15  C23 1.488, C25 1.386, C29 1.437
25 C 2.92 2.66 3.19  C24 1.386, C26 1.432, H46 1.105
26 C 3.76 2.12 4.22  C25 1.432, C27 1.347, H47 1.049
27 C 5.11 2.18 4.18  C26 1.347, C28 1.407, H48 1.056
28 C 5.72 2.86 3.11  C27 1.407, C29 1.385, H49 1.066
29 C 4.91 3.49 2.17  C24 1.437, C28 1.385, H50 1.090
30 H -5.26 -1.69 -1.19  C1 1.133
31 H -5.69 -3.08 -0.32  C1 1.098
32 H -6.21 -1.41 0.28  C1 1.063
33 H -3.87 -3.66 2.47  C4 1.116
34 H -2.08 -5.48 2.28  C5 1.055
35 H -0.64 -4.04 -1.51  C8 1.145
36 H -2.83 -1.00 -1.03  N10 1.071
37 H -2.99 -0.21 -3.84  C13 1.093
38 H -1.71 -1.13 -4.64  C13 1.100
39 H 1.10 -0.03 -3.35  C15 1.080
40 H 0.64 -0.54 -1.71  C15 1.128
41 H 0.41 -1.61 -3.14  C15 1.106
42 H 0.08 2.89 -3.05  N17 1.028
43 H 1.72 2.20 1.06  N22 1.009
44 H 2.23 4.96 1.22  C23 1.083
45 H 3.49 4.26 0.22  C23 1.098
46 H 1.84 2.54 3.36  C25 1.105
47 H 3.04 1.68 4.85  C26 1.049
48 H 5.72 1.62 4.83  C27 1.056
49 H 6.75 3.01 2.92  C28 1.066
50 H 5.43 4.02 1.38  C29 1.090